[1]
Computed, not measured: 2 unconnected molecules or ions with the total composition C19H17Cl2N2O at a distorted geometry, with ωB97M-V/def2-TZVPD.

Element x y z (Å)
1 O -0.17392 2.44187 2.37903
2 C -0.81398 1.40799 2.27138
3 C -2.29686 1.49792 2.01992
4 C -3.08158 0.27042 2.50894
5 C -2.41223 -1.03171 2.04489
6 C -0.96909 -1.12473 2.56964
7 C -0.18448 0.12453 2.34095
8 N 1.09973 0.04277 2.17641
9 N 2.26238 -0.03319 1.98615
10 H -2.66608 2.42084 2.47963
11 H -2.44305 1.61840 0.94127
12 H -3.13356 0.28443 3.60303
13 H -4.12552 0.31601 2.17371
14 H -2.99891 -1.90816 2.35118
15 H -2.39835 -1.06116 0.94958
16 H -0.98090 -1.33679 3.64497
17 H -0.43085 -1.96466 2.11506
18 Cl 2.38524 5.43901 -1.74415
19 C 1.76289 3.84424 -1.63403
20 C 0.39689 3.63714 -1.48450
21 C -0.10451 2.36753 -1.41939
22 C 0.73992 1.23511 -1.49950
23 C 0.11655 -0.03311 -1.44213
24 C 0.60003 -1.35825 -1.54624
25 C -0.35789 -2.39691 -1.47050
26 C 0.00482 -3.71063 -1.57546
27 C 1.33835 -4.05680 -1.75864
28 Cl 1.78914 -5.70685 -1.89088
29 C 2.30482 -3.06102 -1.83888
30 C 1.94862 -1.74388 -1.73769
31 C 2.12752 1.48006 -1.63587
32 C 2.62183 2.75368 -1.70456
33 H -0.25337 4.49125 -1.42093
34 H -1.16445 2.21617 -1.31030
35 H -0.95207 0.02238 -1.30960
36 H -1.39404 -2.13722 -1.33825
37 H -0.73152 -4.49261 -1.52456
38 H 3.33436 -3.34186 -1.98297
39 H 2.72536 -1.01469 -1.81361
40 H 2.82918 0.67503 -1.66487
41 H 3.67957 2.92746 -1.80821

Calculated values
Net charge ... +1
2S+1 ... 1

[2]
Computed, not measured: C19H17ClN2O7 in the gas phase at a distorted geometry, with ωB97M-V/def2-TZVPD.

Element x y z (Å)
1 O -7.41619 -0.14427 -2.31094
2 O 3.04122 -0.83085 0.42502
3 O 4.67190 1.45655 3.77072
4 O 0.24296 2.08708 2.37764
5 Cl -3.17243 -4.38531 0.70447
6 O -5.65779 1.24049 -2.52831
7 O -1.04697 -0.89029 -1.37686
8 O 3.99784 2.36385 1.69584
9 C -6.22598 0.10654 -2.07376
10 C 2.13134 -0.04329 0.57346
11 C 3.85399 1.62028 2.86422
12 C 0.87506 1.48193 1.52736
13 C -0.86150 -3.11633 -0.87178
14 C 0.48294 -2.62892 -1.31089
15 C -1.73983 -2.04222 -1.00579
16 C 0.26692 -1.28602 -1.53059
17 C -5.41868 -3.09515 -0.17374
18 C -6.12735 -1.98738 -0.73301
19 C -3.98949 -1.10235 -1.52069
20 C -3.97452 -3.10924 -0.20496
21 C -5.38845 -0.91374 -1.40528
22 C -3.21990 -2.09660 -0.89174
23 N 1.89097 0.65369 1.71072
24 N 1.37051 0.47906 -0.42446
25 C 2.77881 0.53274 2.90536
26 C 0.48622 1.49708 0.06469
27 C 1.25599 -0.20617 -1.77286
28 C 6.18521 2.82143 0.69890
29 C 5.09212 3.37532 1.60166
30 H -6.34811 1.58791 -3.10078
31 H -1.03674 -4.18534 -0.63905
32 H 1.53957 -3.04514 -1.03560
33 H -6.07384 -3.85436 0.26741
34 H -7.20767 -1.82280 -0.65830
35 H -3.45302 -0.48082 -2.14092
36 H 2.26234 0.49714 3.85896
37 H 3.48177 -0.41636 2.93003
38 H -0.58015 1.25194 -0.11867
39 H 0.59175 2.54180 -0.33118
40 H 0.80359 0.35466 -2.59265
41 H 2.14403 -0.60369 -2.22980
42 H 6.71240 3.74872 0.41358
43 H 6.88132 2.04395 1.10070
44 H 5.74068 2.62447 -0.22902
45 H 5.38794 3.64368 2.65331
46 H 4.76923 4.27633 1.06758

Calculated values
Net charge ... 0
SMILES ... CCOC(=O)CN1C(=O)CN(Cc2ccc(-c3cc(C(=O)O)ccc3Cl)o2)C1=O
2S+1 ... 1

[3]
Computed, not measured: a molecular structure, C19H17F5N2Sn at a distorted geometry, with ωB97M-V/def2-TZVPD.

Element x y z (Å)
1 C -5.51939 0.21378 0.07786
2 C -5.53017 1.50742 -0.72291
3 H -5.74795 -0.64686 -0.55625
4 H -6.30672 0.23784 0.83278
5 H -4.58168 0.02544 0.59303
6 H -4.68746 1.60626 -1.40468
7 H -6.44114 1.56977 -1.32435
8 H -5.55256 2.38604 -0.06889
9 C 0.92274 -3.03604 -0.14521
10 C 1.80924 -4.07832 -0.44268
11 C 2.90379 -3.81301 -1.27923
12 C 3.06679 -2.52095 -1.77287
13 H 0.05909 -3.20067 0.50220
14 H 1.63524 -5.06453 -0.02439
15 H 3.61598 -4.58908 -1.54374
16 H 3.90625 -2.24816 -2.40872
17 N 1.06168 -1.79467 -0.64678
18 C 2.13127 -1.51915 -1.44110
19 C 2.23156 -0.13074 -1.90957
20 N 1.25043 0.71623 -1.47523
21 C 1.32123 2.00310 -1.88510
22 C 3.32534 1.63316 -3.18571
23 C 2.31908 2.49316 -2.73254
24 H 0.52655 2.65922 -1.52703
25 H 2.30327 3.54392 -3.02463
26 C 3.27411 0.30639 -2.75155
27 H 4.04031 -0.40796 -3.04244
28 H 4.12854 1.97359 -3.83162
29 Sn -0.64290 -0.11560 -0.26506
30 C -1.37142 1.98303 -0.10006
31 H -1.65491 2.27455 -1.13188
32 H -0.62949 2.67740 0.34885
33 H -2.26681 1.86981 0.55238
34 F -1.39671 -1.70303 2.25585
35 C -0.47643 -0.79749 2.71575
36 C 0.14021 0.02618 1.79161
37 C 1.07722 0.92393 2.28422
38 F 1.76149 1.70485 1.40101
39 C 1.33760 1.04889 3.65782
40 F 2.18451 1.99068 4.13377
41 C 0.67490 0.22135 4.56288
42 F 0.88760 0.33794 5.89069
43 C -0.22426 -0.72838 4.08702
44 F -0.86603 -1.53927 4.95650

Calculated values
Net charge ... 0
2S+1 ... 1

[4]
Computed, not measured: a molecular structure, C19H17MgN3O5 at a distorted geometry, with ωB97M-V/def2-TZVPD.

Element x y z (Å)
1 Mg -0.13643 -0.18650 -0.32480
2 O -0.58149 3.15320 -0.90459
3 C 0.14181 2.18955 -0.78081
4 O 0.26342 1.44564 0.28695
5 C 1.05093 1.77461 -1.97677
6 C 2.21385 0.88908 -1.51415
7 C 3.22139 0.70224 -2.66225
8 C 2.52592 -0.37601 -3.52828
9 C 1.17309 -0.47793 -2.82748
10 O 1.55958 -0.41097 -1.42724
11 C 0.36205 0.82606 -3.02140
12 C -1.13009 0.50382 -2.78117
13 O -1.93539 0.66387 -3.67594
14 O -1.37675 -0.04060 -1.62604
15 H 1.37941 2.70180 -2.43904
16 H 2.64376 1.15208 -0.55394
17 H 4.19115 0.36824 -2.29761
18 H 3.36180 1.63736 -3.20053
19 H 3.05341 -1.32791 -3.46677
20 H 2.42535 -0.10233 -4.57624
21 H 0.61896 -1.39360 -3.02445
22 H 0.45786 1.19949 -4.03729
23 C 0.98633 -4.08794 0.92924
24 C 0.63081 -2.76331 1.10846
25 N -0.20112 -2.13494 0.27432
26 C -0.69743 -2.81464 -0.76571
27 C -0.36133 -4.13075 -1.05363
28 C 0.50269 -4.77415 -0.17208
29 C -0.83495 -4.74301 -2.31032
30 C -1.48344 -5.89881 -2.47178
31 C -2.03048 -6.77557 -1.42247
32 C -2.43862 -8.06904 -1.74331
33 C -3.00288 -8.82641 -0.73156
34 N -3.16391 -8.35693 0.50075
35 C -2.74200 -7.11534 0.70818
36 N -2.18600 -6.30544 -0.17985
37 H 1.65517 -4.56672 1.63039
38 H 1.02828 -2.17874 1.92881
39 H -1.39709 -2.27578 -1.39614
40 H 0.79062 -5.80154 -0.35213
41 H -0.59831 -4.17065 -3.20177
42 H -1.68506 -6.23615 -3.48168
43 H -2.31708 -8.45860 -2.74466
44 H -3.34439 -9.84041 -0.90753
45 H -2.87051 -6.72061 1.71070

Calculated values
Net charge ... 0
2S+1 ... 1

Result set for frontier orbital gap: 5.416 8.166 5.597 7.992 eV, one per record in the order listed.